The following is a quantum chemistry calculation of C36H66As3MnN7O4PS as an isolated structure, from the OMol25 dataset.

2S+1 = 6
electronic energy = -290990.3576 eV
net charge = -1
⟨S²⟩ = 8.755
HOMO-LUMO gap (alpha / beta) = 0.264 / 0.265 Ha
energy relative to the best compared isomer or geometry (same formula, charge and spin) = 0.7206 eV

XYZ file:
```
119
Properties=species:S:1:pos:R:3:forces:R:3:lowdin_spin:R:1
Mn -0.383 0.463 1.496 0.3737 0.1952 -0.0809 4.664
O 3.381 -3.105 6.428 0.0707 0.0361 0.0432 0.000
C 2.302 -3.483 5.939 -0.0293 0.0998 -0.0490 0.000
O 1.657 -4.532 6.097 -0.0592 -0.0905 -0.0246 0.000
C 1.660 -2.465 4.952 0.0407 -0.0564 0.0499 0.005
C 2.181 -1.186 4.815 0.0041 0.0254 -0.0632 0.000
C 1.608 -0.311 3.911 0.0759 -0.0062 -0.0048 0.008
N 0.582 -0.655 3.127 -0.0878 -0.0650 0.0261 0.029
C 0.075 -1.894 3.248 -0.0401 0.0096 0.0344 0.007
C 0.571 -2.807 4.161 -0.0739 0.0364 -0.0373 0.000
C -1.057 -2.253 2.288 0.1369 -0.1167 -0.1266 0.009
O -1.513 -3.390 2.304 -0.0360 0.0293 0.0611 0.011
O -1.412 -1.312 1.489 -0.0697 -0.1118 0.0015 0.066
H 3.036 -0.905 5.413 0.0035 -0.0057 0.0273 0.000
H 1.988 0.697 3.789 -0.0156 -0.0058 -0.0041 0.000
H 0.125 -3.787 4.251 0.0101 -0.0169 -0.0043 0.000
C 3.529 0.894 0.622 0.0690 -0.0119 -0.0371 0.003
As 1.962 0.150 -0.282 -0.0560 0.0068 0.0547 0.025
C 1.746 1.589 -1.594 0.0241 0.0470 0.0542 0.002
C 2.836 -1.060 -1.589 -0.0298 0.0223 -0.0130 0.009
C 3.478 -2.405 -1.192 -0.0162 -0.0055 -0.0155 0.000
C 4.167 -2.291 0.171 -0.0118 -0.0176 0.0061 0.000
C 2.466 -3.557 -1.169 -0.0147 0.0127 0.0112 0.000
As 1.070 -3.488 0.233 0.0234 -0.0009 0.0016 0.000
C 0.020 -4.991 -0.471 0.0086 0.0358 -0.0032 0.000
C 1.959 -4.553 1.620 -0.0049 0.0061 -0.0420 0.000
C 4.589 -2.725 -2.217 0.0294 -0.0054 -0.0257 0.000
As 4.321 -3.149 -4.138 -0.0173 -0.0214 0.0371 0.000
C 2.649 -2.262 -4.674 0.0184 -0.0076 -0.0059 0.000
C 3.598 -4.975 -4.015 0.0024 0.0059 -0.0219 0.000
H 4.388 0.926 -0.052 -0.0202 -0.0030 -0.0046 0.000
H 3.777 0.303 1.503 -0.0043 0.0104 -0.0202 0.000
H 3.266 1.899 0.948 0.0200 -0.0145 -0.0101 0.000
H 2.699 1.823 -2.072 -0.0117 -0.0160 0.0004 0.000
H 1.374 2.465 -1.067 -0.0045 0.0236 -0.0217 0.000
H 1.017 1.301 -2.351 -0.0103 -0.0223 0.0046 0.000
H 3.606 -0.420 -2.035 -0.0255 -0.0123 0.0135 0.001
H 2.079 -1.220 -2.358 -0.0027 0.0135 0.0208 0.000
H 3.456 -2.019 0.955 -0.0177 -0.0110 0.0285 0.000
H 4.953 -1.533 0.153 -0.0033 -0.0056 0.0014 0.000
H 4.618 -3.245 0.452 0.0066 -0.0149 0.0108 0.000
H 3.001 -4.509 -1.083 -0.0066 0.0039 0.0055 0.000
H 1.922 -3.579 -2.117 -0.0058 0.0090 0.0050 0.000
H 0.640 -5.884 -0.570 0.0053 -0.0010 0.0086 0.000
H -0.408 -4.743 -1.442 0.0035 0.0083 0.0019 0.000
H -0.788 -5.176 0.236 -0.0122 -0.0077 -0.0028 0.000
H 2.515 -5.380 1.175 0.0000 -0.0026 -0.0150 0.000
H 1.179 -4.950 2.269 0.0023 0.0000 0.0330 0.000
H 2.626 -3.947 2.230 0.0119 0.0189 0.0125 0.000
H 5.147 -3.600 -1.862 -0.0024 -0.0015 -0.0153 0.000
H 5.307 -1.899 -2.219 -0.0044 -0.0079 -0.0040 0.000
H 2.770 -1.180 -4.648 -0.0010 0.0065 0.0056 0.000
H 1.796 -2.546 -4.059 -0.0114 -0.0136 0.0070 0.000
H 2.453 -2.559 -5.705 0.0082 -0.0069 -0.0009 0.000
H 4.278 -5.589 -3.425 0.0029 0.0018 -0.0005 0.000
H 3.549 -5.392 -5.022 0.0021 0.0065 -0.0001 0.000
H 2.608 -5.009 -3.564 0.0158 -0.0056 -0.0122 0.000
N -1.709 1.622 0.484 -0.0859 0.3691 -0.1852 0.051
P -3.120 1.266 -0.055 -0.2321 -0.0095 0.0136 0.020
N -3.191 0.198 -1.359 0.1602 -0.0023 0.1468 0.002
C -2.091 0.334 -2.325 0.0063 0.0398 -0.1057 0.001
C -1.170 -0.878 -2.284 0.0461 0.0166 0.0652 0.001
C -1.921 -2.137 -2.728 0.0173 -0.0256 -0.0236 0.000
C -3.409 -2.024 -2.374 -0.0126 -0.0296 0.0057 0.000
C -3.608 -1.202 -1.110 -0.0389 0.0267 -0.0164 0.000
N -4.150 0.635 1.080 0.0250 0.0705 -0.0334 0.003
C -5.577 0.513 0.787 -0.0315 0.0214 0.0147 0.001
C -6.179 -0.599 1.635 -0.0133 -0.0030 -0.0251 0.000
C -6.092 -0.249 3.127 -0.0026 -0.0053 0.0086 0.000
C -4.859 0.622 3.412 0.0237 0.0233 -0.0014 0.000
C -3.735 0.294 2.442 -0.0236 -0.0607 0.1092 0.005
N -4.014 2.575 -0.621 0.1129 -0.0378 0.0127 0.003
C -4.143 2.938 -2.022 0.0024 -0.0128 -0.0512 0.000
C -5.303 3.910 -2.182 -0.0102 -0.0088 -0.0065 0.000
C -5.022 5.231 -1.452 -0.0063 0.0235 -0.0105 0.000
C -4.136 5.004 -0.218 0.0110 -0.0269 -0.0036 0.000
C -4.338 3.612 0.361 -0.0072 0.0325 0.0688 0.001
H -1.527 1.239 -2.085 -0.0221 -0.0181 0.0088 0.000
H -2.495 0.462 -3.338 0.0069 0.0050 -0.0037 0.000
H -0.818 -1.005 -1.255 0.0294 0.0168 0.0038 0.001
H -0.293 -0.708 -2.915 0.0245 0.0176 -0.0015 0.000
H -1.488 -3.006 -2.229 -0.0083 -0.0083 -0.0103 0.000
H -1.807 -2.293 -3.804 0.0008 -0.0031 0.0112 0.000
H -3.842 -3.014 -2.223 -0.0100 0.0018 -0.0083 0.000
H -3.962 -1.556 -3.194 -0.0001 0.0090 0.0114 0.000
H -3.047 -1.647 -0.283 0.0408 -0.0005 0.0329 0.000
H -4.664 -1.212 -0.839 0.0733 -0.0622 -0.0083 0.000
H -5.712 0.308 -0.276 -0.0426 0.0500 0.0315 0.000
H -6.104 1.456 0.990 -0.0064 -0.0039 0.0101 0.000
H -5.627 -1.519 1.431 0.0078 -0.0103 0.0058 0.000
H -7.215 -0.773 1.337 -0.0031 -0.0005 -0.0055 0.000
H -6.042 -1.169 3.713 0.0022 0.0016 0.0021 0.000
H -6.996 0.277 3.444 -0.0027 -0.0030 -0.0029 0.000
H -4.513 0.478 4.437 0.0014 -0.0018 -0.0075 0.000
H -5.111 1.682 3.308 -0.0115 0.0149 0.0050 0.000
H -3.465 -0.764 2.514 -0.0243 0.0686 0.0113 0.000
H -2.840 0.874 2.679 -0.0532 -0.0273 0.0135 0.005
H -4.322 2.029 -2.597 0.0200 -0.0040 -0.0018 0.000
H -3.224 3.399 -2.423 -0.0006 0.0060 0.0032 0.000
H -6.195 3.433 -1.767 -0.0114 -0.0036 -0.0004 0.000
H -5.500 4.089 -3.240 0.0057 -0.0031 -0.0065 0.000
H -5.967 5.694 -1.159 -0.0039 0.0018 0.0070 0.000
H -4.529 5.932 -2.129 -0.0071 0.0012 0.0017 0.000
H -4.334 5.756 0.548 -0.0063 -0.0065 0.0065 0.000
H -3.085 5.102 -0.487 0.0481 0.0102 -0.0154 0.000
H -5.381 3.508 0.695 0.0098 -0.0013 0.0141 0.000
H -3.704 3.477 1.240 -0.0097 0.0176 -0.0168 0.000
S 0.982 2.713 2.326 -0.2639 -0.0033 -0.0500 0.043
C 0.605 3.829 1.085 -0.1410 -0.1831 -0.0301 0.007
N 1.427 4.902 0.846 0.0651 0.1196 -0.1471 0.003
C 0.750 5.814 -0.067 0.0364 0.0421 0.0107 0.000
C -0.200 4.834 -0.763 0.0131 -0.0299 -0.0160 0.000
N -0.393 3.781 0.230 0.3744 0.4392 0.1808 0.003
H 2.009 5.228 1.599 -0.0323 -0.0304 0.0020 0.001
H 1.449 6.288 -0.755 -0.0183 0.0100 0.0061 0.000
H 0.193 6.592 0.470 0.0156 -0.0236 0.0281 0.000
H 0.271 4.419 -1.664 -0.0103 -0.0040 0.0048 0.000
H -1.138 5.298 -1.064 -0.0139 -0.0032 0.0234 0.000
H -1.169 2.775 0.289 -0.2763 -0.7784 0.0131 0.005
```
Positions in Å, forces in eV/Å.